1.
The following is a DFT calculation (ωB97M-V with the def2-TZVPD basis set) of a molecular structure, C46H46FeN9S4.

Frontier orbital gap (spin up / spin down) in eV: 7.8 / 6.9
Expectation value of S²: 8.762
Energy relative to the best compared isomer or geometry (same formula, charge and spin) in eV: 0.000
Net charge: +2
Multiplicity: 6

Structure (XYZ):
```
106
Properties=species:S:1:pos:R:3:forces:R:3
Fe 2.10614 -0.35007 1.80969 0.1 0.0 0.2
S 4.29890 -0.26975 3.42730 0.0 0.0 0.0
C 4.83508 0.52862 1.99992 0.1 0.1 -0.1
C 6.11371 1.06953 1.80368 0.0 0.0 0.0
C 6.40189 1.67465 0.60400 0.0 0.0 0.0
C 5.42147 1.74260 -0.39151 0.0 0.0 0.0
C 4.19136 1.19370 -0.13007 0.0 0.0 0.0
N 3.90448 0.59156 1.03697 0.1 0.1 -0.1
H 6.84291 1.00159 2.59828 0.0 0.0 0.0
H 7.38353 2.09706 0.43156 0.0 0.0 0.0
H 5.61581 2.21237 -1.34492 0.0 0.0 0.0
H 3.39376 1.22432 -0.85812 0.0 0.0 0.0
N 3.27066 -2.20073 1.27285 0.0 -0.1 0.0
C 3.21564 -3.22740 2.33434 0.0 0.0 0.0
C 1.86092 -3.19458 3.01400 0.0 0.0 -0.1
N 1.56493 -1.80850 3.42895 0.1 -0.1 0.0
H 2.81061 -2.53756 0.43268 0.0 0.0 0.0
H 4.23716 -1.98545 1.05496 0.0 0.0 0.0
H 3.99671 -2.98607 3.05262 0.0 0.0 0.0
H 3.41663 -4.22595 1.94378 0.0 0.0 0.0
H 1.84207 -3.88735 3.85666 0.0 0.0 0.0
H 1.08953 -3.49104 2.30713 0.0 0.0 0.0
H 2.16322 -1.53858 4.20319 0.0 0.0 0.0
H 0.60686 -1.73121 3.75247 0.0 0.0 -0.1
N 0.68434 -1.61001 0.78314 -0.2 0.0 0.0
S -0.60926 -1.97054 0.22630 0.0 0.0 0.1
N -1.13345 -1.28425 -1.18255 0.0 0.0 -0.1
S -1.75471 0.12654 -1.28560 0.0 0.0 0.0
N -1.15162 1.34200 -0.54102 0.0 0.0 0.0
S 0.47007 1.65256 -0.45896 -0.2 0.0 0.1
N 1.23002 1.04168 0.60879 0.2 0.0 -0.2
C 0.39889 3.42115 -0.35221 0.0 0.0 0.1
C -0.70633 4.16839 -0.73342 0.0 0.0 0.0
C -0.64977 5.55005 -0.62079 0.0 0.0 0.0
C 0.49739 6.16335 -0.13618 0.0 0.0 0.0
C 1.59368 5.40176 0.24949 0.0 0.0 0.0
C 1.54850 4.02099 0.14764 0.0 0.0 0.0
C 1.07608 1.32987 -2.10744 0.0 0.0 0.0
C 1.69525 0.10138 -2.29745 0.0 0.0 0.0
C 2.18878 -0.21408 -3.55408 0.0 0.0 0.0
C 2.06139 0.69353 -4.59833 0.0 0.0 0.0
C 1.43822 1.91825 -4.39436 0.0 0.0 0.0
C 0.93912 2.24567 -3.14255 0.0 0.0 0.0
C -3.44876 0.15595 -0.77142 -0.1 0.1 0.0
C -4.32018 -0.67731 -1.46490 0.0 0.0 0.0
C -5.65205 -0.69902 -1.09361 0.0 0.0 0.0
C -6.09218 0.09811 -0.04165 0.0 0.0 0.0
C -5.20555 0.91587 0.64305 0.0 0.0 -0.1
C -3.86605 0.95548 0.27933 0.0 0.0 0.0
C -1.85683 0.39558 -3.03237 0.0 0.0 0.0
C -2.46589 1.57968 -3.43474 0.0 0.0 0.0
C -2.57149 1.84467 -4.78761 0.0 0.0 0.0
C -2.07593 0.93182 -5.71407 0.0 0.0 0.0
C -1.47623 -0.24521 -5.29299 0.0 0.0 0.0
C -1.36370 -0.52663 -3.93792 0.0 0.0 0.0
C -0.71540 -3.67137 -0.28279 0.0 0.0 0.0
C -0.94608 -4.63258 0.69324 0.0 0.0 0.0
C -0.87301 -5.97394 0.34919 0.0 0.0 0.0
C -0.55727 -6.34184 -0.95157 0.0 0.0 0.0
C -0.31083 -5.37156 -1.91371 0.0 0.0 0.0
C -0.38824 -4.02700 -1.58398 0.0 0.0 0.0
C -1.99923 -1.72973 1.31744 0.0 0.0 0.1
C -3.24870 -2.28336 1.06623 0.0 -0.1 0.1
C -4.28827 -2.00289 1.93790 0.0 -0.1 0.0
C -4.07893 -1.17166 3.03359 0.0 0.0 0.0
C -2.83153 -0.60798 3.26050 0.0 0.0 0.0
C -1.78280 -0.88769 2.39593 0.0 -0.1 0.0
H -1.59742 3.67858 -1.09956 0.0 0.0 0.0
H -1.50443 6.14743 -0.90848 0.0 0.0 0.0
H 0.53523 7.24130 -0.05209 0.0 0.0 0.0
H 2.48179 5.88403 0.63517 0.0 0.0 0.0
H 2.38392 3.41046 0.46787 0.0 0.0 0.0
H 1.78350 -0.58760 -1.46425 0.0 0.0 0.0
H 2.68422 -1.16297 -3.71645 0.0 0.0 0.0
H 2.45772 0.44901 -5.57546 0.0 0.0 0.0
H 1.35105 2.62618 -5.20802 0.0 0.0 0.0
H 0.47017 3.20670 -2.97586 0.0 0.0 0.0
H -3.96537 -1.29202 -2.28392 0.0 0.0 0.0
H -6.34912 -1.33131 -1.62683 0.0 0.0 0.0
H -7.13678 0.08382 0.24046 0.0 0.0 0.0
H -5.55603 1.53448 1.45846 0.0 0.0 0.0
H -3.16065 1.59318 0.79300 0.0 0.0 0.0
H -2.85877 2.27632 -2.70351 0.0 0.0 0.0
H -3.04736 2.75655 -5.12245 0.0 0.0 0.0
H -2.16682 1.13981 -6.77207 0.0 0.0 0.0
H -1.09721 -0.95222 -6.01908 0.0 0.0 0.0
H -0.90272 -1.43879 -3.58877 0.0 0.0 0.0
H -1.19423 -4.34434 1.70726 0.0 0.0 0.0
H -1.06623 -6.73133 1.09710 0.0 0.0 0.0
H -0.50280 -7.38925 -1.21652 0.0 0.0 0.0
H -0.06143 -5.66273 -2.92536 0.0 0.0 0.0
H -0.19529 -3.26427 -2.32577 0.0 0.0 0.0
H -3.40663 -2.92478 0.20796 0.0 0.0 0.0
H -5.26482 -2.43538 1.76448 0.0 0.0 0.0
H -4.89616 -0.96186 3.71128 0.0 0.0 0.0
H -2.67343 0.04802 4.10674 0.0 0.0 0.0
H -0.80244 -0.44959 2.53742 -0.1 -0.1 0.0
N 1.10428 2.48269 5.03649 0.0 0.0 0.0
C -0.00134 2.67681 4.24393 0.0 0.0 0.0
C 0.13695 1.80824 3.21169 0.0 0.0 0.0
N 1.30723 1.08256 3.36403 -0.1 0.1 0.0
C 1.86080 1.52441 4.47728 0.0 0.0 0.0
H 1.32966 2.97892 5.88234 0.0 0.0 0.0
H -0.75915 3.40417 4.47512 0.0 0.0 0.0
H -0.50746 1.67286 2.36086 0.1 0.0 0.0
H 2.80222 1.19445 4.88168 0.0 0.0 0.0
```
Positions in Å, forces in eV/Å.

2.
The following is a DFT calculation (ωB97M-V with the def2-TZVPD basis set) of a molecular structure, C23H33AsF6N2OS4Tc at a distorted geometry.

Frontier orbital gap (spin up / spin down) in eV: 5.8 / 5.8
Energy relative to the best compared isomer or geometry (same formula, charge and spin) in eV: 0.372
Net charge: +1

Structure (XYZ):
```
71
Properties=species:S:1:pos:R:3:forces:R:3
Tc -0.15000 0.03327 0.11429 0.6 -0.1 0.7
C -0.50684 2.37014 0.12300 0.0 -0.2 0.2
C -1.68358 1.77654 0.65886 0.3 -0.5 0.0
C -1.25753 0.96735 1.82925 0.0 0.3 -0.1
C 0.15168 1.19291 1.95125 -0.1 0.4 0.0
C 0.59110 2.16119 0.99756 -0.3 -0.3 -0.1
C 1.79332 3.06675 1.12635 0.0 0.1 0.0
C 2.26864 3.63782 -0.21574 0.0 -0.1 0.0
C 1.20231 4.23676 1.95576 0.0 0.1 0.0
C 2.94345 2.46718 1.94138 0.0 0.0 0.0
C -1.99018 0.44240 3.08755 0.0 -0.1 -0.1
C -1.99570 1.62251 4.07441 -0.1 0.2 0.1
C -1.18875 -0.68590 3.75988 0.1 0.2 0.1
C -3.42947 -0.06296 2.92249 0.1 0.0 0.0
C -3.05430 2.27111 0.17842 0.0 0.2 0.1
C -4.07646 1.20482 -0.22591 0.0 0.2 0.0
C -3.62095 3.15744 1.31260 0.0 0.0 0.0
C -2.88207 3.21498 -1.02117 0.0 0.0 -0.2
H -0.47161 2.98324 -0.76557 0.0 -0.1 0.1
H 0.76345 0.80946 2.75254 0.0 0.1 0.0
H 1.46710 4.18076 -0.72428 0.1 -0.1 0.0
H 2.64734 2.87498 -0.89707 0.0 0.1 0.1
H 3.07440 4.34956 -0.02941 0.0 0.0 0.0
H 0.39280 4.73666 1.41607 0.1 0.0 0.1
H 1.99402 4.96599 2.13933 0.0 0.0 0.0
H 0.82246 3.89222 2.92252 0.0 0.0 -0.1
H 3.39694 1.60114 1.45978 0.0 0.0 0.0
H 2.61852 2.17973 2.94674 0.0 0.0 -0.1
H 3.72234 3.22318 2.05846 0.0 0.0 0.0
H -0.97546 1.95435 4.28974 -0.1 0.0 0.0
H -2.44854 1.29612 5.01337 0.0 0.1 0.0
H -2.56349 2.47942 3.70198 0.1 -0.1 0.1
H -0.22604 -0.34429 4.15215 -0.1 -0.1 -0.1
H -1.00592 -1.52500 3.09844 0.0 -0.1 -0.1
H -1.75902 -1.05950 4.61151 0.0 0.0 0.0
H -4.11222 0.69706 2.56460 0.0 0.1 -0.1
H -3.79312 -0.37973 3.90331 0.0 0.0 -0.1
H -3.49873 -0.91936 2.25855 0.0 0.0 0.0
H -4.07405 0.33122 0.41015 0.0 -0.2 0.2
H -3.90386 0.89063 -1.25043 0.0 -0.1 -0.1
H -5.07583 1.64727 -0.19005 0.1 0.0 0.0
H -3.99489 2.59335 2.16303 0.0 0.0 0.0
H -4.45705 3.73283 0.91017 0.0 0.0 0.0
H -2.86827 3.86913 1.66805 -0.1 -0.1 0.0
H -2.38131 2.73883 -1.86986 -0.2 0.2 0.3
H -2.33908 4.12158 -0.74242 0.0 0.0 0.0
H -3.87531 3.52351 -1.35224 0.0 0.0 0.0
O 5.68597 -3.62321 0.51630 -0.2 0.1 0.0
C 4.68547 -2.99417 0.44522 0.2 -0.2 0.0
S 3.12349 -3.53247 1.14926 0.1 -0.1 0.0
C 2.23127 -2.13916 0.65778 -1.2 -0.3 0.6
C 2.91464 -1.14141 -0.05397 0.1 0.9 -0.4
S 2.16503 0.28216 -0.49202 -0.1 -0.6 0.1
S 4.58000 -1.40837 -0.40134 0.0 0.0 0.0
S 0.61735 -1.91365 1.06160 0.9 0.2 -0.6
N -2.52752 -1.34258 -1.33911 0.1 0.1 0.0
C -3.38874 -2.35738 -1.34921 -0.1 0.0 -0.2
C -3.30338 -2.98699 -0.12610 0.0 -0.1 0.1
C -2.33157 -2.27516 0.56542 0.0 0.2 -0.1
N -1.86189 -1.25882 -0.17517 -0.1 -0.2 0.0
H -2.30378 -0.72247 -2.10151 0.0 0.2 -0.1
H -3.99208 -2.56080 -2.22059 0.1 0.0 0.1
H -3.85743 -3.84609 0.21372 0.0 0.1 0.0
H -1.95915 -2.45326 1.55613 0.0 0.0 0.1
F 0.12259 -0.69864 -1.95581 -0.6 0.6 -0.5
As -0.14675 0.33111 -3.51801 -0.5 0.4 0.6
F 0.92866 1.48853 -2.85813 0.3 0.2 0.4
F 1.12712 -0.54054 -4.20710 0.2 -0.2 -0.1
F -0.46758 1.28287 -4.86729 -0.1 0.2 -0.4
F -1.29286 -0.85729 -3.95927 -0.3 -0.3 0.1
F -1.44099 1.14408 -2.56396 0.6 -0.9 -0.4
```
Positions in Å, forces in eV/Å.

3.
The following is a DFT calculation (ωB97M-V with the def2-TZVPD basis set) of 2 unconnected molecules or ions with the total composition C2H5NO2S at a distorted geometry.

Frontier orbital gap (spin up / spin down) in eV: 7.9 / 7.8
Expectation value of S²: 2.011
Energy relative to the best compared isomer or geometry (same formula, charge and spin) in eV: 2.761
Net charge: 0
Multiplicity: 3

Structure (XYZ):
```
11
Properties=species:S:1:pos:R:3:forces:R:3
C 0.21224 -0.99472 0.53726 -0.4 2.0 1.7
C -1.52832 0.61652 -0.57186 5.5 1.0 -5.4
N 1.21969 -0.47121 0.00190 3.1 -0.5 -1.8
O -3.62854 -0.62232 -0.16903 -1.6 -1.9 -1.6
O 1.97091 0.59036 0.57500 -1.3 -0.4 0.8
S -2.74122 0.34602 0.46085 -1.9 1.4 5.1
H -0.25722 -0.52997 1.46060 0.5 -1.1 -0.8
H -0.21928 -1.79920 -0.05954 -0.1 0.2 0.5
H -0.64795 1.28123 -0.49190 -1.2 0.2 1.0
H -1.27606 0.09709 -1.51724 -1.1 -0.3 0.7
H 2.88020 0.60893 0.19310 -1.4 -0.7 -0.2
```
Positions in Å, forces in eV/Å.

4.
The following is a DFT calculation (ωB97M-V with the def2-TZVPD basis set) of 4 unconnected molecules or ions with the total composition C12H12O10.

Frontier orbital gap in eV: 8.1
Net charge: 0

Structure (XYZ):
```
34
Properties=species:S:1:pos:R:3:forces:R:3
O 17.87143 -7.16099 -27.01865 -0.4 0.1 -0.1
C 18.54143 -7.17609 -26.01225 0.6 -0.4 0.2
C 19.85599 -7.81298 -25.95143 0.1 -0.1 -0.5
C 20.60946 -7.75411 -24.85329 -0.1 -0.1 0.4
O 21.82863 -8.26848 -24.74546 0.1 -0.1 -0.1
C 20.08290 -7.13627 -23.58296 -0.6 0.4 -0.3
O 20.76410 -7.21079 -22.58091 0.3 0.0 0.1
C 18.79237 -6.46824 -23.65475 0.3 0.1 0.6
C 18.04103 -6.50421 -24.75881 0.2 0.0 -0.3
O 16.86120 -5.92742 -24.81541 -0.3 0.3 -0.2
H 20.20686 -8.32160 -26.84119 0.0 0.1 0.0
H 22.12002 -8.10717 -23.82885 -0.1 0.0 0.1
H 18.47016 -5.87905 -22.80530 0.0 -0.2 0.1
H 16.61460 -5.71676 -25.74625 0.0 -0.1 0.1
O 15.00683 -11.36513 -28.40005 -0.1 -0.5 -0.3
C 15.22189 -10.23851 -28.79186 -0.2 0.8 0.4
C 14.62268 -9.05680 -28.18435 0.1 -0.3 0.3
C 15.09712 -7.83499 -28.45076 0.1 0.0 -0.2
O 14.64952 -6.76194 -27.82896 -0.1 0.3 0.2
C 16.17475 -7.61061 -29.48687 0.1 -0.6 0.0
O 16.65239 -6.50867 -29.62593 -0.2 0.2 -0.1
C 16.56487 -8.78293 -30.27153 0.5 0.4 -0.3
C 16.16104 -10.00783 -29.94329 -0.4 -0.1 -0.2
O 16.50618 -11.08815 -30.64761 -0.1 0.0 -0.1
H 13.89010 -9.18650 -27.39895 0.0 -0.1 0.0
H 15.21606 -5.99782 -28.04946 0.2 0.0 -0.1
H 17.20691 -8.62933 -31.13061 0.1 0.1 0.1
H 15.92618 -11.81751 -30.37900 0.2 -0.1 0.3
O 13.89343 -3.01131 -26.78695 0.0 0.1 -0.1
H 13.51193 -2.92228 -25.90802 0.0 -0.1 0.0
H 13.79684 -2.14632 -27.19754 0.0 0.0 0.0
O 16.25702 -4.47477 -27.07265 -0.3 0.1 -0.1
H 15.47857 -3.88555 -27.06224 0.0 -0.1 0.3
H 17.00177 -3.91303 -27.30549 0.1 -0.1 -0.1
```
Positions in Å, forces in eV/Å.